57
Properties=species:S:1:pos:R:3:forces:R:3 method="wB97M-V/def2-TZVPD" e_lumo_ha=0.0045 total_energy_ha=-1246.218994 orbital_gap_ev=7.16
C 3.2624 -0.0556 -1.2259 -0.2 1.4 1.4
C 1.7738 -0.2853 -0.9586 -0.4 -0.8 0.4
C 1.1388 0.3297 0.3039 -1.1 0.4 -0.7
N -2.4145 -1.0337 0.3005 -1.0 11.9 0.9
C -1.1685 -0.4856 -0.0042 -0.3 0.4 0.8
C -0.1128 -0.4446 0.8180 0.1 3.1 0.1
C -0.1485 -0.6678 2.2782 -0.2 -0.2 0.3
C -0.8894 0.0343 3.1347 0.1 -0.2 -0.2
H 3.8022 -0.9980 -1.2647 0.2 0.2 -0.6
H 3.4565 0.7100 -1.9790 0.1 -0.8 -0.7
H 3.6724 0.5136 -0.3767 0.1 -0.5 0.3
H 1.5933 -1.3399 -0.7630 0.3 -0.3 -0.7
H 1.1539 -0.0494 -1.8234 0.0 0.1 -0.1
H 0.6997 1.2967 0.0596 0.5 0.3 -0.1
H 1.8519 0.5079 1.1097 -0.1 0.0 -0.3
H -3.1094 -0.7021 -0.3508 -0.4 0.2 0.2
H -2.6862 -0.9242 1.2620 -0.1 1.2 0.4
H -1.0273 -0.1794 -1.0333 -0.2 0.0 0.0
H 0.5964 -1.3833 2.6266 -1.1 0.3 0.4
H -1.5048 0.8539 2.7831 -0.2 -0.1 0.1
H -0.8618 -0.1645 4.2024 0.1 0.1 -0.1
H 1.0238 3.3143 1.9079 0.2 -0.3 0.3
H 0.5871 1.8435 2.0671 0.2 0.1 0.3
O 0.2578 2.7233 1.8666 -0.6 0.3 -0.2
H -0.8435 1.7572 -3.1334 -0.4 -0.2 -0.5
H -1.0448 1.0744 -4.5768 0.0 0.3 0.0
O -1.1058 0.9352 -3.6296 0.0 0.0 0.3
H 2.2513 -0.0770 3.0603 0.3 0.3 -0.1
H 2.9316 0.5324 4.2620 0.8 -0.3 1.4
O 2.4889 0.7807 3.4787 -0.9 -0.2 -1.1
H -2.5111 3.5612 1.3052 0.4 -0.2 -0.1
H -1.3331 2.5735 0.9513 -0.3 0.7 0.4
O -2.1745 2.9578 0.6312 -0.1 -0.3 -0.6
H 0.2484 2.9587 -1.8425 -0.2 0.2 0.2
H -1.2277 3.1587 -1.4195 -0.3 0.0 0.5
O -0.6508 3.0518 -2.1825 0.5 0.0 -0.2
H -2.9202 -2.9605 -0.5360 -0.1 -0.7 -0.6
H -2.5801 -2.3113 0.7196 0.5 -1.9 0.0
O -2.1588 -2.8353 0.0284 0.9 -10.5 -1.3
H -1.0224 -2.8882 -1.8276 0.4 -0.7 -0.7
H -0.8555 -2.9761 -3.3818 0.2 -2.4 1.0
O -0.6266 -3.3911 -2.5494 2.7 -6.6 2.0
H -1.5214 -0.7549 -2.9559 -0.5 -0.1 -0.3
H -0.6114 -1.4734 -3.7330 0.5 -0.1 -0.1
O -1.3090 -1.7044 -3.1106 -3.2 9.4 -1.9
H 3.4296 3.3963 1.7527 0.4 -0.4 -0.1
H 2.9545 2.2662 2.8112 0.2 0.1 -0.4
O 2.8906 3.1954 2.5126 -0.4 0.7 0.3
H 1.7824 -2.1990 1.7980 0.2 -0.1 -0.1
H 2.5130 -1.2099 1.0131 0.4 0.2 -0.5
O 2.4501 -1.5031 1.9165 0.9 -0.9 0.7
H 0.4069 -3.5486 0.4804 -0.3 -1.2 -0.3
H -0.3419 -2.1946 0.2714 0.6 -1.0 0.0
O 0.5014 -2.6122 0.5341 0.6 -1.0 0.0
H -3.5527 0.4538 -2.6586 0.0 -0.2 -0.1
H -3.4229 -1.0807 -2.6027 0.0 0.0 -0.4
O -3.9814 -0.3469 -2.3276 0.0 0.1 0.4